1.
Here is a cluster of 2 separate species, C4H8O2S in total in a non-equilibrium geometry from the OMol25 dataset. Energies are from ωB97M-V/def2-TZVPD.

Atoms and positions in Å:
C -1.39179 0.35112 -0.56680
C -0.56948 0.42768 -1.79771
C 1.75392 -0.25383 0.89383
C 0.29713 -0.68629 1.24765
O -1.82662 1.41661 0.13457
O -0.57204 -1.16337 0.38372
S -3.11164 0.31077 -0.35901
H 0.40252 0.54618 -1.41200
H -0.99528 1.30263 -2.48548
H -0.72414 -0.56414 -2.30468
H 2.35306 0.04093 1.85170
H 2.31579 -1.08324 0.29787
H 1.60615 0.72245 0.30215
H -0.08684 0.14159 1.98115
H 0.54929 -1.50909 1.83304

Values from the calculation:
**HOMO level (spin up / spin down)**: -0.340 / -0.341 Eh
**Energy relative to the best compared isomer or geometry (same formula, charge and spin)**: 525.2 kJ/mol
**LUMO level (spin up / spin down)**: -0.61 / -0.61 eV
**Strongest force on any atom**: 5.89 eV/Å
**Frontier orbital gap (spin up / spin down)**: 0.318 / 0.318 Eh



2.
Here is a structure of composition C27H49BaN6O in a non-equilibrium geometry from the OMol25 dataset. Energies are from ωB97M-V/def2-TZVPD.

Atoms and positions in Å:
Ba -0.15809 0.70359 -0.56450
C -4.97309 2.12850 -0.72117
C -3.64459 1.67454 -1.33084
C -3.22494 2.63488 -2.44472
O -2.67366 1.54971 -0.37782
H -4.87781 3.10047 -0.23355
H -5.31733 1.41609 0.03986
H -5.77181 2.16729 -1.47277
H -3.85617 0.68568 -1.81492
H -4.02438 2.79326 -3.17705
H -2.34541 2.25499 -2.97130
H -2.98516 3.60848 -2.00733
C 2.24520 5.44858 1.07422
C 3.04917 5.44983 -0.22255
C 2.16629 5.40227 -1.47202
C 1.26425 4.24978 -1.46475
N 0.55369 3.35469 -1.43641
H 1.61070 4.56192 1.14451
H 1.60528 6.32821 1.15465
H 2.91725 5.46323 1.93343
H 3.73483 4.60235 -0.21930
H 3.63967 6.36439 -0.27051
H 2.78429 5.30042 -2.37052
H 1.58513 6.31613 -1.58804
C -5.34593 -2.99694 -1.16507
C -5.46519 -1.61128 -0.56598
C -4.51611 -1.38765 0.60434
C -3.10755 -1.48397 0.23140
N -1.98684 -1.47789 -0.00053
H -5.99975 -3.10698 -2.02984
H -5.63567 -3.76532 -0.44548
H -4.32178 -3.18910 -1.49212
H -6.47324 -1.42664 -0.18234
H -5.30381 -0.82621 -1.30607
H -4.70265 -2.09292 1.41659
H -4.61325 -0.37203 1.00452
C 3.49339 -0.41879 -3.99444
C 2.93317 0.39752 -5.15684
C 1.43671 0.17440 -5.40576
C 0.63742 0.48898 -4.22333
N 0.01541 0.78380 -3.31401
H 4.58456 -0.41501 -4.02657
H 3.18788 -1.46587 -4.06725
H 3.18296 -0.02036 -3.02854
H 3.47252 0.16303 -6.07511
H 3.11119 1.46271 -4.98548
H 1.23963 -0.85542 -5.70253
H 1.08083 0.83539 -6.19852
C 2.10803 -5.28891 -0.65398
C 3.09681 -4.25266 -0.14018
C 3.24512 -3.07043 -1.09025
C 1.98708 -2.34779 -1.28206
N 0.98483 -1.80491 -1.45075
H 2.50249 -5.78461 -1.54274
H 1.12849 -4.86743 -0.88188
H 1.94125 -6.06415 0.09711
H 4.08144 -4.69882 -0.01747
H 2.77036 -3.86511 0.82888
H 3.58482 -3.39636 -2.07790
H 3.98056 -2.35192 -0.71961
C -0.60036 -4.31160 2.00893
C -0.20782 -3.86591 3.40820
C 1.01371 -2.93935 3.41886
C 0.85359 -1.80095 2.50650
N 0.68778 -0.93054 1.77635
H 0.20536 -4.85489 1.50793
H -0.87798 -3.46006 1.38491
H -1.46252 -4.97909 2.04239
H 0.04103 -4.72109 4.03834
H -1.06204 -3.37769 3.88047
H 1.90959 -3.48936 3.12910
H 1.18377 -2.50969 4.40994
C 0.21433 2.14146 5.84444
C 1.43033 1.49859 5.18513
C 1.89518 2.23439 3.92343
C 0.91033 2.15840 2.84671
N 0.11119 2.11395 2.02064
H -0.62919 2.17018 5.15146
H 0.42031 3.17620 6.12726
H -0.07083 1.59897 6.74236
H 1.21999 0.45278 4.93965
H 2.27690 1.45451 5.87538
H 2.82113 1.79806 3.53848
H 2.09772 3.28308 4.14636

Values from the calculation:
**HOMO level**: -0.322 Eh
**Energy relative to the best compared isomer or geometry (same formula, charge and spin)**: 11.9 kJ/mol
**LUMO level**: -2.32 eV
**Strongest force on any atom**: 2.34 eV/Å
**Total charge**: +1
**Frontier orbital gap**: 0.236 Eh



3.
Here is a cluster of 2 separate species, C2Cl3IS in total in a non-equilibrium geometry from the OMol25 dataset. Energies are from ωB97M-V/def2-TZVPD.

Atoms and positions in Å:
C 1.67947 -1.15302 1.10535
C -0.96692 0.90638 -0.87537
S 2.88357 -1.85601 1.81357
Cl -0.43769 2.30871 -0.09463
Cl -0.15882 0.71889 -2.43231
Cl -2.60859 0.45059 -0.65321
I -0.39103 -1.37555 1.13660

Values from the calculation:
**HOMO level (spin up / spin down)**: -0.297 / -0.311 Eh
**Energy relative to the best compared isomer or geometry (same formula, charge and spin)**: 262.0 kJ/mol
**LUMO level (spin up / spin down)**: -0.88 / -1.26 eV
**Strongest force on any atom**: 1.25 eV/Å
**Frontier orbital gap (spin up / spin down)**: 0.264 / 0.265 Eh



4.
Here is a structure of composition C20H36Cl2N2O3PV in a non-equilibrium geometry from the OMol25 dataset. Energies are from ωB97M-V/def2-TZVPD.

Atoms and positions in Å:
O -0.96098 0.26048 -0.09257
C -1.51399 1.46452 -0.53949
C -2.46361 1.21363 -1.73027
C -2.45810 0.02023 -2.45475
H -1.74688 -0.75440 -2.17078
C -3.33770 -0.16525 -3.51998
H -3.35639 -1.13138 -4.04147
C -4.17374 0.88158 -3.91822
H -4.84604 0.75207 -4.76414
C -4.15983 2.10319 -3.22271
H -4.80818 2.92988 -3.52745
C -3.31446 2.25238 -2.12597
H -3.28410 3.19021 -1.56698
H -2.11367 1.91310 0.28301
C 0.18647 3.26708 0.28024
C -0.45248 2.53821 -0.87164
H 0.66868 4.18261 -0.09703
H 0.99141 2.67918 0.75548
H -0.53516 3.49179 1.08739
C -0.04103 2.65583 -2.14560
C 1.14293 3.42778 -2.61415
H -0.59672 2.15251 -2.94709
H 0.83184 4.24378 -3.28471
H 1.81490 2.77983 -3.19357
H 1.73232 3.86799 -1.78742
V 0.86559 -0.59765 0.03150
Cl 0.60068 -1.78086 -1.91582
Cl 2.32906 1.09393 -0.61930
H -3.94708 -3.48566 0.00475
H -1.82431 -5.02732 -0.28961
C -3.27443 -2.70066 -0.37584
C -1.22356 -4.13649 -0.50043
N -1.90312 -2.96480 0.04296
H -3.58181 -1.72682 0.03284
C -1.34841 -2.18879 0.97263
O -0.09754 -2.10979 1.17853
H -0.24303 -4.21495 -0.02761
H -2.06187 -1.59301 1.57251
H -3.34317 -2.66597 -1.47276
H -1.11189 -4.02523 -1.58271
H 2.21073 0.99790 4.91758
H -0.22223 0.45935 5.86065
C 1.64519 1.64941 4.24295
C -0.62566 0.99629 4.98932
N 0.35568 1.05485 3.92024
H 2.21538 1.82011 3.33250
C 0.14000 0.42833 2.76308
O 1.05289 0.32361 1.89803
H -1.51637 0.46926 4.61920
H -0.87626 0.02160 2.59565
H 1.46769 2.59544 4.75911
H -0.90525 2.01236 5.29891
C 3.83427 -3.45330 0.50078
P 3.20625 -1.78089 0.07412
C 3.92229 -0.78414 1.42702
C 4.13436 -1.48965 -1.47851
H 3.43259 -3.75237 1.48489
H 4.94072 -3.43487 0.54392
H 3.50511 -4.17648 -0.26787
H 4.99262 -0.99418 1.54785
H 3.74852 0.27623 1.19432
H 3.38883 -1.00058 2.35836
H 5.17579 -1.81756 -1.35893
H 3.67053 -2.07793 -2.28262
H 4.06571 -0.43554 -1.78238

Values from the calculation:
**HOMO level (spin up / spin down)**: -0.278 / -0.281 Eh
**Energy relative to the best compared isomer or geometry (same formula, charge and spin)**: 0.0 kJ/mol
**LUMO level (spin up / spin down)**: 0.15 / 0.16 eV
**Strongest force on any atom**: 1.72 eV/Å
**Multiplicity**: 3
**Expectation value of S²**: 2.0129
**Frontier orbital gap (spin up / spin down)**: 0.284 / 0.287 Eh



Question: Which formula does entry 4 have?
Answer: C20H36Cl2N2O3PV



Question: Which of these has the lowest energy relative to the best compared isomer or geometry (same formula, charge and spin)?
Answer: C20H36Cl2N2O3PV



Question: The lowest energy relative to the best compared isomer or geometry (same formula, charge and spin) belongs to which entry?
Answer: C20H36Cl2N2O3PV